DFT (wB97M-V/def2-TZVPD) results for a molecular structure, C28H80O12 in a non-equilibrium geometry.

Atoms and positions in Å:
C -2.7058 1.1839 -2.7877
O -1.8378 0.1250 -2.5577
H -2.3005 2.1787 -2.6025
H -2.8918 1.1714 -3.8617
H -3.6402 1.0992 -2.2328
H -2.2057 -0.6835 -2.9216
C -0.4572 3.5130 -1.7879
O 0.6306 2.7209 -2.2014
H -0.3051 4.5295 -2.1507
H -1.4135 3.0931 -2.0998
H -0.5043 3.4433 -0.7011
H 0.4925 1.8165 -1.9103
C 0.7503 -3.2171 -2.1324
O 0.9755 -4.4895 -1.6005
H 0.6533 -3.2859 -3.2159
H -0.1850 -2.8025 -1.7565
H 1.5726 -2.5475 -1.8805
H 0.3707 -4.6357 -0.8695
C 0.7556 -0.4159 -3.4258
O 2.0871 -0.8822 -3.3161
H 0.7217 0.6696 -3.3326
H 0.5316 -0.7692 -4.4324
H 0.0789 -0.8666 -2.6999
H 2.6590 -0.1141 -3.3833
C -0.9179 1.6495 2.0498
C -1.4577 0.8854 3.2376
C -0.9555 1.3317 4.6006
O -2.8385 1.1807 3.3778
H -1.2006 2.7013 2.0935
H -1.3952 1.1862 1.1864
H 0.1638 1.5826 1.9338
H -1.3083 -0.1897 3.1376
H -1.4542 0.8118 5.4186
H -1.1124 2.4036 4.7204
H 0.0911 1.0707 4.7574
H -3.3125 0.4358 3.0009
C -4.0091 -2.3980 0.5815
C -2.6256 -2.4936 -0.1213
C -1.5651 -2.3434 0.9752
O -2.4428 -3.7276 -0.7764
H -4.2696 -3.3167 1.1071
H -4.7763 -2.2431 -0.1771
H -3.9829 -1.5476 1.2629
H -2.5256 -1.7194 -0.8820
H -0.5897 -2.5182 0.5210
H -1.6083 -3.0449 1.8083
H -1.3705 -1.3342 1.3382
H -3.2882 -4.0831 -1.0602
C 1.2227 3.2047 3.5659
C 1.3680 4.1385 2.3182
C 0.2848 3.8552 1.2756
O 1.2480 5.5093 2.7644
H 0.2048 3.3287 3.9355
H 1.7962 3.5187 4.4380
H 1.5563 2.1868 3.3641
H 2.3536 4.0121 1.8702
H -0.7331 4.0480 1.6147
H 0.3649 2.8239 0.9320
H 0.5760 4.5159 0.4590
H 0.3440 5.8171 2.8628
C 1.2599 -1.6449 3.5882
C 1.7644 -0.8774 2.3273
C 2.1754 0.5632 2.6437
O 2.8941 -1.5754 1.8894
H 1.0935 -2.6976 3.3599
H 0.2860 -1.2806 3.9149
H 1.9934 -1.5547 4.3894
H 1.0104 -0.8694 1.5402
H 3.1763 0.5876 3.0746
H 1.4990 1.0662 3.3349
H 2.3071 1.1472 1.7329
H 3.5310 -1.0471 1.4028
C 1.2215 -4.4386 2.0824
C 2.0798 -3.9754 0.9484
C 1.4662 -2.8076 0.2662
O 3.2182 -3.5128 1.6361
H 1.6742 -5.2792 2.6081
H 0.2959 -4.8977 1.7351
H 1.0034 -3.6551 2.8081
H 2.3354 -4.7628 0.2394
H 0.6091 -3.0622 -0.3572
H 2.2054 -2.3104 -0.3619
H 1.1903 -2.0645 1.0144
H 2.9853 -2.6308 1.9351
C 2.5633 4.8551 -1.7317
C 3.0445 3.4457 -1.7358
C 3.0354 2.5620 -0.4470
O 2.4001 2.8182 -2.8273
H 1.4860 4.8894 -1.5695
H 2.7459 5.3904 -2.6635
H 3.1551 5.4401 -1.0277
H 4.0769 3.6176 -2.0405
H 2.1015 2.5605 0.1151
H 3.8042 2.8937 0.2508
H 3.4027 1.5635 -0.6837
H 1.4876 2.7036 -2.5522
C -1.9236 -2.6937 -2.7484
C -3.0309 -2.1361 -3.6331
C -4.1371 -1.6533 -2.7919
O -2.4583 -1.0317 -4.2255
H -2.2531 -3.5338 -2.1371
H -1.5040 -1.9635 -2.0564
H -1.1696 -3.1038 -3.4203
H -3.3498 -2.7930 -4.4424
H -4.5885 -2.4991 -2.2732
H -4.9715 -1.1948 -3.3227
H -3.7706 -0.9379 -2.0557
H -1.9977 -1.3900 -4.9877
C -0.0920 -1.1241 -0.5537
C -0.1438 0.3806 -0.4754
C 1.2396 0.9713 -0.1400
O -0.4931 0.9615 -1.6868
H -1.1176 -1.4349 -0.7529
H 0.2383 -1.5900 0.3747
H 0.6056 -1.3727 -1.3535
H -0.7917 0.8088 0.2894
H 2.0097 0.8452 -0.9010
H 1.6114 0.5449 0.7917
H 1.1759 2.0366 0.0818
H -1.3326 0.6704 -2.0502

Values from the calculation:
Relative energy (zero: lowest compared OMol25 entry of this formula, charge and spin) = 807.1 kcal/mol
Gap between HOMO and LUMO = 7.64 eV


DFT (wB97M-V/def2-TZVPD) results for 10 unconnected molecules or ions with the total composition C28H81BF4N7O9 in a non-equilibrium geometry.

Atoms and positions in Å:
B 1.4484 -0.1118 -0.5812
F 0.2697 0.2529 0.1321
F 2.0249 1.0058 -1.1626
F 2.2392 -0.6229 0.3664
F 1.0975 -1.0343 -1.5292
C -0.9016 -1.0995 4.9493
C 0.5381 -0.8000 5.3381
C 1.5343 -2.0276 5.1983
O 1.2617 -2.9395 6.2242
C 0.6271 -4.1511 5.7699
N 1.0808 0.2775 4.5044
H -1.4189 -0.1409 4.9084
H -1.4025 -1.9276 5.4507
H -0.8667 -1.3432 3.8875
H 0.4841 -0.4223 6.3591
H 2.5065 -1.5744 5.3919
H 1.5261 -2.4185 4.1808
H -0.3369 -3.9799 5.2907
H 0.4498 -4.8163 6.6149
H 1.3000 -4.6650 5.0834
H 0.6750 0.2992 3.5798
H 2.0699 0.0875 4.4291
C -4.5367 -0.8602 0.3996
C -4.2480 -2.2889 -0.0553
C -5.4295 -3.3163 0.0520
O -6.1511 -3.2839 1.2875
C -5.4975 -3.8488 2.3747
N -3.8379 -2.2085 -1.4557
H -3.6401 -0.2871 0.1632
H -4.7246 -0.8721 1.4733
H -5.4535 -0.4727 -0.0448
H -3.3496 -2.4618 0.5372
H -5.2260 -4.3157 -0.3326
H -6.2447 -2.9271 -0.5581
H -5.3417 -4.9094 2.1773
H -6.1093 -3.7854 3.2746
H -4.5465 -3.3483 2.5565
H -3.6287 -3.1762 -1.6556
H -2.9111 -1.8455 -1.2843
C 5.5331 5.1489 -0.0137
C 4.2073 5.1741 0.7764
C 3.0303 5.7953 0.0126
O 3.3121 7.1691 -0.2335
C 2.1551 7.9682 -0.0554
N 3.8706 3.8869 1.3132
H 5.3553 4.8066 -1.0332
H 6.2969 4.4986 0.4126
H 5.9750 6.1441 -0.0633
H 4.4371 5.7935 1.6433
H 2.0612 5.5271 0.4333
H 3.0394 5.2549 -0.9339
H 1.3160 7.7218 -0.7061
H 2.3422 9.0345 -0.1816
H 1.8316 7.8744 0.9813
H 3.3265 3.4827 0.5645
H 3.2494 3.9740 2.1048
C -0.0857 5.6258 4.6308
C -1.5531 4.9549 4.7187
C -2.1356 4.3898 3.4101
O -2.4020 5.4598 2.4657
C -2.4590 4.9500 1.1484
N -1.3682 3.8993 5.7183
H 0.2360 6.1211 5.5469
H -0.1335 6.3885 3.8536
H 0.7194 4.9670 4.3054
H -2.2684 5.7526 4.9189
H -3.0524 3.8442 3.6332
H -1.4461 3.6158 3.0731
H -2.6419 5.8679 0.5897
H -3.2740 4.2674 0.9077
H -1.4841 4.5689 0.8443
H -2.2816 3.5021 5.8862
H -0.6954 3.2485 5.3390
C 5.7187 -5.9625 -1.6623
C 4.8231 -4.7902 -2.0964
C 4.1715 -4.9810 -3.4527
O 5.0954 -5.1961 -4.5176
C 5.8836 -4.0660 -4.8628
N 3.8401 -4.5352 -1.1151
H 6.5183 -6.1596 -2.3765
H 5.1059 -6.8634 -1.6330
H 6.1095 -5.8632 -0.6496
H 5.3952 -3.8672 -2.1911
H 3.5311 -4.1278 -3.6763
H 3.5133 -5.8484 -3.4018
H 6.5805 -4.4480 -5.6089
H 6.4707 -3.5856 -4.0802
H 5.3174 -3.2689 -5.3447
H 4.3974 -4.2430 -0.3250
H 3.1779 -3.8094 -1.3491
C -1.1104 -6.0108 0.5630
C -0.5831 -6.9506 -0.5369
C -0.7394 -6.4564 -2.0404
O -2.1502 -6.4459 -2.3747
C -2.3720 -6.1837 -3.7545
N 0.7722 -7.2259 -0.1798
H -0.9940 -6.6390 1.4461
H -2.1800 -5.8602 0.4167
H -0.6697 -5.0167 0.4882
H -1.0645 -7.9284 -0.5221
H -0.1266 -7.0147 -2.7481
H -0.3592 -5.4351 -2.0599
H -1.9882 -5.2289 -4.1140
H -3.4266 -6.0737 -4.0072
H -1.9050 -6.9550 -4.3670
H 1.2500 -7.7770 -0.8784
H 1.2254 -6.3238 -0.2085
C -6.2879 5.1453 -4.9639
C -5.0595 5.8226 -4.4568
C -3.6971 5.0339 -4.5890
O -3.7545 3.6928 -4.0929
C -2.5306 3.0465 -4.1973
N -4.9224 7.0578 -5.1536
H -6.6213 4.2635 -4.4169
H -6.1425 4.7778 -5.9797
H -7.2078 5.7270 -4.9040
H -5.1590 6.1332 -3.4168
H -2.9361 5.6135 -4.0666
H -3.3743 5.1441 -5.6242
H -1.8268 3.1386 -3.3701
H -1.8988 3.3191 -5.0427
H -2.6326 1.9730 -4.3561
H -4.5891 6.8087 -6.0739
H -5.7319 7.6450 -5.2955
O 5.8733 1.4753 -3.3704
H 4.9337 1.5606 -3.2089
H 6.0158 1.9263 -4.2025
O 6.1822 -1.1183 1.3865
H 6.5355 -0.4860 2.0123
H 5.2601 -0.8776 1.2968

Values from the calculation:
Net charge = -1
Relative energy (zero: lowest compared OMol25 entry of this formula, charge and spin) = 44.1 kcal/mol
Gap between HOMO and LUMO = 9.24 eV


DFT (wB97M-V/def2-TZVPD) results for a molecular structure, C28H81F3KO39P9S in a non-equilibrium geometry.

Atoms and positions in Å:
K -0.8799 -0.4319 3.7113
C 0.0196 1.0689 -1.2839
F 0.5820 2.1641 -0.7762
F -1.2867 1.2280 -1.5134
F 0.6065 0.8192 -2.4662
S 0.3877 -0.3858 -0.0933
O 1.8211 -0.5284 -0.1118
O -0.1660 0.1222 1.1721
O -0.4013 -1.5313 -0.5496
C 0.8682 -4.5141 -1.7828
O 1.2288 -5.8914 -1.5692
P 0.3063 -6.9553 -0.8042
O -0.7471 -6.3360 0.0129
O 1.4151 -7.8242 -0.0362
C 1.6556 -7.6140 1.3481
O -0.1932 -7.9615 -1.9268
C 0.6214 -8.3431 -3.0234
H 0.7880 -4.3454 -2.8541
H 1.6907 -3.9687 -1.3240
H -0.0480 -4.2180 -1.2736
H 1.7989 -8.6087 1.7813
H 0.8833 -7.0631 1.8793
H 2.6426 -7.1628 1.4921
H 1.4572 -7.6490 -3.1453
H 0.0547 -8.2090 -3.9459
H 1.0321 -9.3492 -2.9780
C 3.0243 0.0256 8.0064
O 3.5905 -0.4718 6.7980
P 2.9524 -0.1033 5.3968
O 1.5104 -0.3341 5.2229
O 3.9865 -0.8190 4.4108
C 3.4932 -1.2060 3.1358
O 3.3395 1.4458 5.2104
C 2.4394 2.5268 5.3515
H 2.8207 -0.8009 8.6818
H 2.0973 0.5602 7.7786
H 3.6751 0.7588 8.4830
H 3.1869 -2.2553 3.1592
H 4.2098 -1.0422 2.3364
H 2.5857 -0.7347 2.7356
H 1.4338 2.1543 5.5650
H 2.3993 3.0479 4.3922
H 2.7290 3.2513 6.1139
C 1.4351 7.7838 -4.4236
O 0.9462 6.7324 -5.2449
P 0.4135 5.3690 -4.6101
O -0.6857 5.4313 -3.6462
O 0.1023 4.5592 -5.9557
C 1.1634 4.3431 -6.9042
O 1.7729 4.6974 -4.1022
C 1.7615 3.6596 -3.1368
H 0.7475 8.6240 -4.3440
H 2.3456 8.1708 -4.8856
H 1.7274 7.4178 -3.4380
H 1.2381 3.2546 -6.9222
H 2.1526 4.7084 -6.6350
H 0.8888 4.7308 -7.8805
H 2.1459 2.7467 -3.5969
H 0.7882 3.4142 -2.7218
H 2.4249 3.9220 -2.3110
C -3.4276 4.2299 -1.9712
O -4.0250 4.9273 -0.8771
P -5.4843 4.5382 -0.3434
O -5.6336 3.1963 0.2411
O -5.7148 5.7386 0.6884
C -5.0193 5.7036 1.9285
O -6.4771 4.9660 -1.5209
C -6.1843 6.0541 -2.4330
H -2.6459 3.5817 -1.5671
H -2.9140 4.9443 -2.6129
H -4.0925 3.5989 -2.5623
H -5.2582 6.5947 2.5057
H -3.9397 5.5912 1.8173
H -5.3991 4.8620 2.5167
H -6.9948 6.7660 -2.3305
H -6.2618 5.5744 -3.4117
H -5.1512 6.3800 -2.3571
C -0.5711 -5.5825 -6.8385
O -0.5695 -4.2172 -7.2186
P -1.4304 -3.1152 -6.4488
O -2.8944 -3.2525 -6.4919
O -0.8231 -3.1677 -4.9788
C -1.2529 -2.1869 -4.0375
O -0.8354 -1.7749 -7.0600
C -1.1815 -1.3926 -8.4062
H -1.4506 -5.8535 -6.2501
H 0.3057 -5.8676 -6.2574
H -0.6035 -6.1821 -7.7468
H -0.7068 -2.2393 -3.0993
H -2.3193 -2.2957 -3.8199
H -1.1822 -1.1819 -4.4614
H -1.3914 -2.2660 -9.0142
H -0.3414 -0.8036 -8.7698
H -2.0024 -0.6776 -8.3593
C -3.5884 -0.6571 -0.7966
O -4.6330 -1.2689 -0.0205
P -4.3701 -1.7548 1.4796
O -3.5958 -0.8744 2.3748
O -5.8460 -2.0344 1.9767
C -6.6408 -0.9441 2.4545
O -3.8247 -3.2578 1.3477
C -2.4473 -3.5316 1.0922
H -3.2926 -1.3755 -1.5617
H -2.6977 -0.4374 -0.2113
H -4.0185 0.2403 -1.2341
H -7.5272 -0.8871 1.8275
H -6.0912 -0.0061 2.5057
H -6.9672 -1.1823 3.4675
H -2.2652 -3.7689 0.0445
H -2.1673 -4.3932 1.6955
H -1.8225 -2.6793 1.3637
C 8.3140 -0.4893 -1.9886
O 7.1676 0.2680 -1.6204
P 7.2104 1.6195 -0.8063
O 8.5316 2.0659 -0.3298
O 6.4828 2.6414 -1.8199
C 6.3675 3.9993 -1.4493
O 6.0938 1.4241 0.2984
C 4.7227 1.1561 -0.0519
H 9.1143 -0.3089 -1.2676
H 8.6867 -0.2236 -2.9745
H 8.0951 -1.5512 -1.9107
H 6.1485 4.1679 -0.3898
H 5.5128 4.4622 -1.9428
H 7.2816 4.5416 -1.6840
H 4.4194 0.2540 0.4706
H 4.6750 0.9408 -1.1167
H 4.0646 1.9675 0.2468
C 2.1378 -3.6722 5.8446
O 1.1456 -4.6155 5.4588
P 0.3913 -4.3338 4.0650
O -0.5506 -3.1973 4.1230
O 1.6096 -4.2338 3.0140
C 1.2913 -3.7492 1.7169
O -0.2489 -5.7342 3.6969
C -1.5358 -6.0947 4.2397
H 2.0333 -3.4312 6.9042
H 2.0479 -2.7509 5.2690
H 3.1562 -4.0562 5.7503
H 2.0888 -3.9046 0.9919
H 1.0411 -2.6858 1.6846
H 0.4217 -4.2905 1.3261
H -1.5898 -7.1487 3.9613
H -2.3845 -5.6372 3.7323
H -1.5691 -5.9542 5.3168
C -4.1536 2.1762 3.6673
O -3.5406 3.3886 4.0863
P -1.9337 3.5160 4.1294
O -1.2195 2.2375 4.2864
O -1.7269 4.5758 5.3002
C -0.4317 5.0123 5.6792
O -1.5823 4.3160 2.7864
C -1.5113 3.5952 1.5546
H -4.5461 1.6444 4.5361
H -3.4480 1.5171 3.1549
H -4.9526 2.3584 2.9474
H 0.2970 4.2401 5.9301
H -0.5883 5.6505 6.5440
H 0.0589 5.5748 4.8807
H -0.6184 3.9886 1.0695
H -2.3527 3.7990 0.8882
H -1.4355 2.5062 1.5840

Values from the calculation:
Gap between HOMO and LUMO = 9.97 eV